{
  "formula": "C19H17BBiN11O3",
  "method": "ωB97M-V/def2-TZVPD",
  "homo_energy_ha": -0.29192,
  "de_lowest_kj_mol": 0.0,
  "orbital_gap_ev": 7.766,
  "symbols": ["Bi", "C", "C", "N", "N", "C", "B", "N", "C", "C", "C", "N", "N", "C", "C", "C", "N", "H", "H", "H", "H", "H", "H", "H", "H", "H", "H", "O", "N", "N", "O", "C", "C", "C", "C", "C", "C", "H", "H", "H", "H", "H", "N", "C", "O", "C", "C", "N", "C", "N", "H", "H"],
  "positions_angstrom": [[-1.03, 0.12, 0.41], [-2.50, -1.28, -3.75], [-1.92, -0.35, -2.88], [-1.73, -0.90, -1.69], [-2.17, -2.18, -1.75], [-2.63, -2.43, -2.99], [-2.04, -3.12, -0.56], [-2.99, -2.68, 0.57], [-3.81, -3.41, 1.33], [-4.44, -2.58, 2.23], [-3.92, -1.31, 1.94], [-3.06, -1.38, 0.93], [-0.56, -3.04, -0.06], [0.32, -4.04, 0.03], [1.55, -3.53, 0.38], [1.35, -2.16, 0.50], [0.07, -1.87, 0.22], [-2.76, -1.14, -4.78], [-1.63, 0.67, -3.09], [-3.01, -3.40, -3.24], [-2.28, -4.26, -0.87], [-3.90, -4.48, 1.18], [-5.17, -2.84, 2.97], [-4.14, -0.36, 2.40], [0.01, -5.05, -0.18], [2.47, -4.07, 0.53], [2.04, -1.37, 0.73], [1.02, 0.56, 1.57], [1.26, 0.04, 2.72], [0.25, -0.49, 3.26], [-0.93, -0.51, 2.72], [0.41, -1.14, 4.55], [-0.59, -2.01, 4.96], [-0.45, -2.65, 6.18], [0.67, -2.43, 6.97], [1.65, -1.55, 6.54], [1.53, -0.90, 5.32], [-1.45, -2.16, 4.33], [-1.22, -3.33, 6.51], [0.77, -2.93, 7.92], [2.52, -1.36, 7.16], [2.29, -0.21, 4.98], [0.78, 3.10, 0.14], [0.35, 2.59, -1.04], [0.17, 1.31, -1.12], [0.08, 3.44, -2.11], [-0.47, 2.92, -3.31], [-0.92, 2.49, -4.29], [0.35, 4.82, -1.99], [0.59, 5.94, -1.80], [1.03, 4.07, 0.17], [1.23, 2.46, 0.78]]
}